1.
2 unconnected molecules or ions with the total composition C4H10O2, computed with the ωB97M-V functional and the def2-TZVPD basis.

Values from the calculation:
frontier orbital gap (alpha / beta) = 0.308 / 0.300 hartree
energy relative to the best compared isomer or geometry (same formula, charge and spin) = 119.8 kcal per mole
E_HOMO (alpha / beta) = -0.2748 / -0.2707 Ha
total charge = 0
maximum force = 0.9 eV/A

Last column: natural (NBO) charge in e.
Geometry (Å):
C1 2.529 0.035 0.524  -0.21
O1 2.262 -0.415 -0.679  -0.35
C2 1.300 -1.214 -0.996  -0.11
C3 -0.399 0.824 -0.055  -0.27
O2 -1.176 -0.293 0.309  -0.55
C4 -2.537 0.039 0.379  -0.24
H1 3.363 0.713 0.588  0.18
H2 0.651 0.665 0.236  0.20
H3 2.115 -0.495 1.375  0.16
H4 1.137 -1.359 -2.052  0.17
H5 0.664 -1.624 -0.220  0.18
H6 -0.708 1.711 0.511  0.16
H7 -0.485 1.042 -1.130  0.17
H8 -2.706 0.820 1.136  0.16
H9 -2.919 0.409 -0.586  0.16
H10 -3.091 -0.859 0.661  0.19

2.
A molecular structure, C5H10ClFInNO2P, computed with the ωB97M-V functional and the def2-TZVPD basis.

Values from the calculation:
frontier orbital gap = 0.296 hartree
E_HOMO = -0.1838 Ha
total charge = -1
maximum force = 0.5 eV/A

Last column: Mulliken charge in e.
Geometry (Å):
C1 -0.766 -3.914 -1.725  -0.07
C2 -0.594 -2.962 -0.994  -0.71
In1 -0.268 -1.271 0.324  1.06
F1 -0.487 -1.927 2.210  -0.71
C3 1.760 -0.448 0.044  -0.57
Cl1 2.837 -0.943 1.421  -0.26
C4 1.803 1.070 -0.219  -0.29
C5 2.113 1.956 0.995  -1.21
P1 -2.100 0.440 -0.053  0.38
N1 -1.984 1.052 -1.490  -0.71
O1 -3.563 -0.194 0.320  -0.49
O2 -2.137 1.593 1.110  -0.55
H1 -0.893 -4.796 -2.318  0.35
H2 2.199 -0.965 -0.811  0.42
H3 2.550 1.277 -0.998  0.29
H4 0.840 1.380 -0.641  0.17
H5 3.188 2.016 1.180  0.35
H6 1.735 2.970 0.820  0.37
H7 1.630 1.576 1.900  0.31
H8 -2.845 1.076 -2.026  0.19
H9 -3.602 -1.088 -0.038  0.33
H10 -1.448 2.230 0.887  0.36

3.
A molecular structure, C58H40BCl4F2I2N7O4Pb, computed with the ωB97M-V functional and the def2-TZVPD basis.

Values from the calculation:
frontier orbital gap = 0.198 hartree
energy relative to the best compared isomer or geometry (same formula, charge and spin) = 0.0 kcal per mole
E_HOMO = -0.0942 Ha
total charge = -2
maximum force = 0.8 eV/A

Last column: Mulliken charge in e.
Geometry (Å):
Pb1 0.051 0.470 -0.367  2.51
Cl1 -8.401 3.442 3.307  -0.26
C1 -6.773 3.103 2.759  0.37
C2 -5.894 4.152 2.560  -0.96
C3 -4.606 3.876 2.126  -0.06
C4 -4.188 2.570 1.883  -0.51
C5 -5.094 1.535 2.103  -0.01
C6 -6.386 1.793 2.539  -1.03
C7 -2.805 2.269 1.409  0.84
C8 -2.429 2.784 0.158  0.66
C9 -3.266 3.606 -0.704  -1.38
C10 -2.538 3.878 -1.812  -1.49
C11 -1.252 3.234 -1.634  0.53
C12 -0.187 3.309 -2.547  1.11
C13 -0.513 3.848 -3.901  -1.11
C14 -0.250 5.164 -4.262  0.00
C15 -0.567 5.634 -5.531  -0.87
C16 -1.148 4.764 -6.435  0.44
Cl2 -1.551 5.349 -8.040  -0.26
C17 -1.415 3.447 -6.103  -1.13
C18 -1.099 2.990 -4.832  0.25
C19 1.125 2.867 -2.345  0.54
N1 1.570 2.130 -1.297  -0.41
C20 2.898 1.918 -1.461  0.39
C21 3.720 1.197 -0.583  1.03
C22 5.150 1.017 -0.961  -0.17
C23 5.995 2.104 -1.175  -0.17
C24 7.322 1.932 -1.540  -0.94
C25 7.817 0.649 -1.685  0.34
Cl3 9.488 0.421 -2.150  -0.25
C26 7.014 -0.455 -1.462  -0.94
C27 5.689 -0.262 -1.102  -0.16
C28 3.327 0.645 0.655  0.39
C29 4.242 0.136 1.666  -1.46
C30 3.490 -0.205 2.735  -1.57
C31 2.113 0.114 2.399  0.26
N2 2.066 0.596 1.130  0.06
C32 1.036 -0.017 3.286  1.35
C33 -0.270 0.483 3.125  0.00
C34 -1.264 0.549 4.183  -1.51
C35 -2.334 1.195 3.666  -1.32
C36 -1.999 1.515 2.286  0.46
N3 -0.766 1.051 2.006  0.25
C37 1.338 -0.683 4.593  -0.83
C38 1.073 -2.040 4.754  0.86
C39 1.351 -2.685 5.951  -0.85
C40 1.885 -1.953 6.995  0.37
Cl4 2.235 -2.748 8.517  -0.27
C41 2.162 -0.602 6.864  -0.96
C42 1.890 0.024 5.657  0.12
C43 3.322 2.540 -2.706  -1.20
C44 2.228 3.116 -3.252  -1.42
N4 -1.235 2.583 -0.454  -0.26
H1 -6.212 5.169 2.749  0.40
H2 -3.906 4.688 1.979  0.52
H3 -4.782 0.513 1.935  0.49
H4 -7.084 0.984 2.703  0.47
H5 -4.274 3.924 -0.496  0.56
H6 -2.834 4.468 -2.665  0.49
H7 0.205 5.831 -3.540  0.48
H8 -0.369 6.659 -5.813  0.40
H9 -1.856 2.779 -6.830  0.46
H10 -1.289 1.957 -4.554  0.39
H11 5.608 3.105 -1.033  0.54
H12 7.968 2.784 -1.703  0.39
H13 7.418 -1.452 -1.573  0.41
H14 5.056 -1.123 -0.923  0.45
H15 5.314 0.069 1.574  0.51
H16 3.830 -0.613 3.673  0.51
H17 -1.144 0.174 5.187  0.49
H18 -3.254 1.446 4.168  0.48
H19 0.675 -2.613 3.928  -0.05
H20 1.165 -3.746 6.054  0.26
H21 2.587 -0.054 7.694  0.39
H22 2.105 1.079 5.534  0.50
H23 4.316 2.524 -3.123  0.53
H24 2.169 3.666 -4.177  0.46
O1 -5.203 -3.870 -4.024  -0.53
C45 -4.940 -2.467 -4.023  -0.84
C46 -4.050 -2.120 -2.865  0.66
C47 -4.275 -0.971 -2.124  -1.44
C48 -3.373 -0.641 -1.122  -0.26
N5 -2.322 -1.392 -0.834  0.92
C49 -2.118 -2.503 -1.524  -0.22
C50 -2.955 -2.911 -2.549  -0.44
C51 -0.910 -3.275 -1.078  0.22
C52 -0.377 -4.329 -1.807  -0.22
C53 0.712 -5.024 -1.295  0.49
C54 1.259 -6.246 -1.979  -0.99
O2 0.594 -7.429 -1.544  -0.54
C55 1.235 -4.625 -0.077  -1.16
C56 0.650 -3.550 0.578  -0.27
N6 -0.391 -2.888 0.093  0.36
H25 -5.637 -4.086 -4.855  0.30
H26 -5.870 -1.894 -3.951  0.35
H27 -4.432 -2.178 -4.950  0.32
H28 -5.114 -0.322 -2.337  0.39
H29 -3.487 0.282 -0.557  -0.01
H30 -2.777 -3.825 -3.097  0.44
H31 -0.802 -4.620 -2.760  0.37
H32 2.335 -6.323 -1.792  0.33
H33 1.101 -6.190 -3.057  0.37
H34 0.511 -7.381 -0.583  0.38
H35 2.060 -5.153 0.386  0.52
H36 1.018 -3.237 1.548  0.32
N7 1.586 -1.117 -2.252  -0.08
C57 1.311 -0.660 -3.619  -0.67
C58 -0.164 -0.300 -3.864  0.50
O3 -0.612 -0.550 -4.993  -0.87
O4 -0.774 0.279 -2.923  -0.14
H37 2.582 -1.212 -2.093  0.13
H38 1.157 -2.020 -2.079  -0.16
H39 1.609 -1.377 -4.389  0.38
H40 1.880 0.262 -3.777  0.12
I1 -2.366 -3.867 2.812  0.06
I2 0.741 -5.705 3.790  -0.80
F1 -4.623 -3.177 0.919  -0.16
B1 -3.952 -2.752 1.977  0.13
F2 -4.437 -1.656 2.557  -0.13

4.
2 unconnected molecules or ions with the total composition C8H15IO at a distorted geometry, computed with the ωB97M-V functional and the def2-TZVPD basis.

Values from the calculation:
frontier orbital gap = 0.318 hartree
energy relative to the best compared isomer or geometry (same formula, charge and spin) = 47.8 kcal per mole
E_HOMO = -0.2979 Ha
SMILES = C/C=C(\C)I.CC(C)=CO
total charge = 0
maximum force = 3.9 eV/A

Last column: natural (NBO) charge in e.
Geometry (Å):
C1 -0.676 2.528 0.208  -0.65
C2 0.604 1.803 0.605  -0.25
C3 1.168 0.905 -0.206  -0.05
C4 1.071 0.767 -1.735  -0.70
I1 2.881 -0.053 0.775  0.06
H1 -0.212 3.488 -0.047  0.22
H2 -1.116 2.142 -0.672  0.24
H3 -1.231 2.667 1.131  0.22
H4 0.870 1.908 1.672  0.22
H5 0.060 0.517 -1.882  0.24
H6 1.789 0.100 -2.253  0.24
H7 1.422 1.749 -2.153  0.23
C5 0.549 -2.385 -0.407  -0.63
C6 -0.438 -1.416 0.236  -0.09
C7 -0.355 -1.209 1.709  -0.69
C8 -1.359 -0.945 -0.635  0.11
O1 -2.256 0.029 -0.222  -0.70
H8 0.699 -3.361 0.134  0.21
H9 1.397 -1.814 -0.398  0.21
H10 0.090 -2.691 -1.389  0.21
H11 -0.427 -2.268 2.087  0.24
H12 0.411 -0.520 2.097  0.24
H13 -1.329 -0.946 2.255  0.21
H14 -1.561 -1.157 -1.653  0.19
H15 -2.052 0.163 0.745  0.48

5.
2 unconnected molecules or ions with the total composition C6H11N2OS at a distorted geometry, computed with the ωB97M-V functional and the def2-TZVPD basis.

Values from the calculation:
frontier orbital gap = 0.296 hartree
energy relative to the best compared isomer or geometry (same formula, charge and spin) = 65.9 kcal per mole
E_HOMO = -0.4909 Ha
total charge = +1
maximum force = 4.7 eV/A

Last column: natural (NBO) charge in e.
Geometry (Å):
C1 0.062 1.318 -1.725  0.12
C2 -0.994 0.274 -3.287  -0.06
C3 0.571 -0.003 -1.448  -0.40
C4 -1.153 1.153 1.645  -0.42
C5 1.600 -1.763 1.483  -0.28
C6 1.222 -0.401 -0.236  0.47
N1 -0.781 1.436 -2.779  -0.39
N2 -0.980 -0.039 0.822  -0.83
O1 1.314 -1.623 0.115  -0.39
S1 -0.144 -1.065 -2.667  0.51
H1 0.336 2.181 -1.241  0.22
H2 -1.392 0.094 -4.195  0.22
H3 -0.252 1.254 2.288  0.18
H4 -1.085 2.140 1.106  0.21
H5 -1.967 1.064 2.233  0.20
H6 2.371 -2.592 1.617  0.24
H7 0.739 -2.144 2.068  0.22
H8 1.792 -0.852 1.974  0.20
H9 1.597 0.372 0.596  0.23
H10 -1.065 -0.807 1.493  0.37
H11 -1.789 0.003 0.136  0.38

6.
A molecular structure, C4H5F2N at a distorted geometry, computed with the ωB97M-V functional and the def2-TZVPD basis.

Values from the calculation:
frontier orbital gap = 0.401 hartree
energy relative to the best compared isomer or geometry (same formula, charge and spin) = 83.7 kcal per mole
E_HOMO = -0.3754 Ha
total charge = 0
maximum force = 5.0 eV/A

Last column: natural (NBO) charge in e.
Geometry (Å):
C1 -2.478 -1.635 -0.310  -0.31
C2 -1.671 -0.761 -0.177  -0.15
C3 0.859 -0.045 -0.159  -0.31
C4 -0.450 0.712 0.198  0.81
N1 2.168 0.510 0.172  -0.82
F1 -0.946 1.804 -0.437  -0.31
F2 -0.580 0.878 1.549  -0.33
H1 -3.137 -2.405 -0.105  0.23
H2 0.896 0.038 -1.261  0.22
H3 0.702 -1.136 0.105  0.24
H4 2.457 1.048 -0.612  0.37
H5 2.182 0.992 1.037  0.37